(1)
# C72H160BrN8

9 unconnected molecules or ions with the total composition C72H160BrN8 (the ωB97M-V functional and the def2-TZVPD basis, OMol25).

Results
**E_tot**: -5848.43607 a.u.
**ΔE to the lowest compared entry with this formula, charge and spin**: 89.7 kcal per mole

```
! RIJCOSX wB97M-V def2-TZVPD def2/J DEFGRID3
* xyz 7 1
Br 0.914 -4.342 -0.358
N -4.007 -4.224 4.399
N 1.321 -1.352 -9.013
N 1.887 -0.265 -1.322
N 0.798 -5.577 7.718
N -5.558 2.630 -0.651
N 2.412 6.152 2.114
N 7.456 1.565 -10.478
N -3.300 2.361 5.201
C -2.692 3.721 5.551
C -2.099 1.393 5.516
C 1.303 -0.760 -2.644
C -4.247 0.455 -1.302
C 1.664 -6.502 9.803
C 1.289 5.959 3.095
C -1.525 2.598 -7.185
C 0.129 -6.871 9.665
C 3.168 -1.128 -0.947
C -5.437 0.870 5.507
C 7.823 1.466 -9.018
C -0.356 -5.834 8.675
C -4.575 2.031 6.013
C 3.551 5.081 2.412
C -7.322 -3.734 6.337
C 2.505 -1.141 -8.053
C 1.983 -5.430 8.726
C -6.755 2.936 1.414
C -7.733 3.043 0.318
C 1.394 -2.880 -9.358
C 3.577 -2.056 -8.694
C -5.521 -3.902 4.490
C -6.048 -4.481 5.808
C 2.917 1.083 -3.075
C -6.538 0.553 6.427
C -6.154 0.052 7.841
C 1.608 -0.573 -10.371
C 1.622 -3.852 5.940
C -5.625 1.169 -1.262
C 6.603 1.288 -8.069
C 6.535 0.525 -11.063
C 6.004 1.002 -5.591
C 3.844 2.594 3.027
C 8.930 1.574 -11.130
C -0.766 2.215 5.570
C 3.190 3.558 2.071
C 2.347 1.214 -1.604
C -3.547 0.505 -2.625
C 1.247 -6.696 6.725
C -5.316 2.610 0.924
C -3.516 -4.184 2.880
C 3.082 6.638 -0.244
C -0.153 0.390 -7.822
C -0.639 -1.518 2.214
C -2.409 -6.013 3.902
C 3.172 7.481 2.132
C 7.096 1.278 -6.565
C 1.370 -2.426 5.378
C -1.518 1.044 -7.601
C -6.930 3.370 -0.973
C -3.702 2.306 3.683
C 2.084 -0.050 -3.745
C -8.596 -4.088 5.545
C -3.631 -5.679 4.704
C 1.348 -0.206 1.283
C 5.105 1.116 -11.216
C -4.476 3.573 -1.274
C -0.080 -0.882 -8.593
C -3.020 -3.281 5.199
C 6.788 2.871 -10.905
C 5.215 2.125 2.421
C 0.821 -0.286 -0.154
C 2.490 -2.023 4.416
C 0.597 -4.248 6.977
C 3.835 7.634 0.705
C -2.312 -5.112 2.724
C 0.122 -0.184 2.307
C -1.166 3.536 5.055
C 2.789 -3.310 -8.854
C 1.942 6.078 0.627
C 5.267 2.583 -10.928
C -2.498 -0.590 -2.643
H -4.872 -0.016 5.215
H 9.317 0.569 -10.961
H 4.065 -1.754 -9.620
H 8.276 2.424 -8.760
H -3.062 1.455 -2.849
H -2.031 0.586 4.787
H -8.519 -3.724 4.521
H -9.300 -3.483 6.117
H 1.100 4.887 3.163
H -2.655 -7.010 3.535
H 0.486 -3.443 7.703
H -1.796 -0.749 -1.824
H -4.499 -6.308 4.509
H -3.489 -5.718 5.784
H -2.297 -5.773 1.857
H 9.528 2.383 -10.710
H 1.691 5.051 0.360
H 4.378 5.380 1.768
H -6.079 -4.229 3.612
H -2.890 3.803 6.620
H -0.318 2.340 6.555
H -6.003 1.272 -2.279
H 1.346 -1.845 -2.549
H 2.591 -0.687 -10.827
H -2.336 0.869 6.442
H 1.911 -4.413 9.113
H 2.295 -1.047 3.971
H -5.389 -0.700 7.651
H -6.932 2.309 2.288
H -7.066 -0.305 6.010
H 5.834 2.061 -8.070
H 1.650 6.261 4.078
H -3.492 3.156 -1.061
H 2.142 -1.615 -7.141
H -5.843 1.248 4.569
H 3.088 1.483 -0.850
H -6.752 3.904 1.915
H 0.374 -6.807 6.083
H -8.717 -5.163 5.413
H -2.834 -1.622 -2.749
H 2.813 -0.095 -8.043
H 3.801 -0.604 -0.231
H -1.314 -4.680 2.807
H -2.508 2.883 -6.812
H 3.757 8.711 0.557
H 4.279 -2.233 -7.879
H -0.909 3.260 -7.795
H 0.416 0.260 -6.901
H 5.368 0.162 -5.869
H -0.372 -4.477 6.534
H 0.566 -3.359 -8.836
H -3.339 -3.327 6.240
H -2.158 1.019 -8.483
H 0.563 0.106 3.261
H -5.479 -2.827 4.312
H -1.143 -1.661 1.258
H 6.441 0.805 -4.613
H 0.145 0.529 -0.414
H -0.849 2.672 -6.333
H 3.688 -1.043 -1.901
H 2.818 2.011 -3.637
H 5.652 1.345 3.045
H 0.873 -0.919 -11.098
H -4.659 3.345 -2.324
H 2.639 -3.886 6.333
H -7.444 2.842 -1.777
H -4.504 2.989 3.400
H 3.821 5.253 3.454
H 0.153 -7.877 9.245
H -7.403 1.216 6.419
H -6.807 4.450 -1.055
H 4.735 0.976 -12.232
H 0.447 -2.249 4.826
H -2.982 -2.297 4.732
H 0.305 -0.323 -2.673
H 2.692 7.024 -1.186
H 8.975 1.694 -12.212
H -8.382 3.911 0.433
H -2.832 2.418 3.036
H 7.134 3.091 -11.915
H -5.819 0.862 8.489
H -4.269 1.980 7.058
H 1.036 6.673 0.515
H 6.648 -0.409 -10.512
H 6.150 0.343 -8.369
H 1.336 0.424 -10.025
H 7.765 0.437 -6.381
H 2.813 -3.954 -7.975
H 3.442 -2.097 4.941
H -1.456 -1.517 2.935
H 1.626 -4.647 5.195
H 0.522 6.601 2.662
H -0.706 4.433 5.470
H 6.783 0.163 -12.061
H -3.204 -3.161 2.666
H -6.321 0.638 -0.612
H 7.044 3.596 -10.133
H 0.001 1.781 4.927
H 2.008 0.650 1.425
H 4.869 7.324 0.852
H 4.745 3.274 -11.591
H 3.979 0.910 -3.246
H 1.360 -1.610 6.101
H 2.028 -1.054 1.368
H 2.753 -0.653 -4.360
H 2.774 -2.132 -0.786
H -1.275 -6.101 8.152
H 2.955 -5.558 8.252
H 2.197 -6.558 6.208
H -4.393 -0.563 -0.942
H -4.353 -4.505 2.260
H -4.279 0.308 -3.409
H 4.949 2.642 -9.888
H -0.622 -1.697 -8.114
H -7.530 -4.074 7.352
H -0.940 3.695 4.001
H 1.338 0.316 -4.450
H -5.239 -4.425 6.536
H 5.930 2.904 2.156
H -5.191 2.925 5.913
H 1.949 -5.947 10.696
H -4.883 1.656 1.224
H 1.314 -2.947 -10.443
H -1.817 -0.502 -3.489
H 0.419 1.187 -8.297
H -4.039 1.310 3.397
H 7.670 2.191 -6.408
H -0.689 -4.990 9.280
H -4.615 4.629 -1.042
H -8.225 2.083 0.164
H -4.586 3.409 1.049
H -6.366 -5.524 5.786
H 3.860 7.378 2.971
H -2.016 0.563 -6.758
H 2.121 3.374 1.967
H 0.218 -1.185 -0.280
H -0.677 -0.856 -9.505
H 3.347 -3.826 -9.636
H -0.451 -6.873 10.588
H -0.227 -2.495 2.467
H -0.496 0.674 2.043
H 5.141 1.702 1.419
H 4.382 0.632 -10.560
H -3.193 4.476 4.946
H 4.038 2.932 4.045
H 2.275 -7.404 9.762
H 5.375 1.860 -5.353
H 1.514 -7.491 7.421
H -3.643 0.900 -0.511
H 2.298 8.068 2.413
H -7.055 -0.300 8.343
H 3.796 5.867 -0.532
H -7.307 -2.644 6.313
H -2.006 -3.652 5.053
H 3.507 3.219 1.084
H 3.290 1.669 3.186
H 1.418 1.784 -1.611
H 2.616 -2.522 3.455
H 8.620 0.723 -9.033
H -1.606 -5.979 4.638
*
```

(2)
# C3H6N2O

C3H6N2O in the gas phase (the ωB97M-V functional and the def2-TZVPD basis, OMol25).

Results
**SMILES**: O/N=C\N1CC1
**E_tot**: -302.48441 a.u.
**ΔE to the lowest compared entry with this formula, charge and spin**: 131.0 kcal per mole

```
! RIJCOSX wB97M-V def2-TZVPD def2/J DEFGRID3
* xyz 0 1
O 2.633 0.778 -0.278
N 2.022 -0.526 0.185
N -0.125 0.257 -0.427
C -1.398 0.879 0.426
C -1.433 -0.381 -0.476
C 0.727 -0.562 0.235
H 0.226 -1.374 0.726
H -1.182 0.569 1.459
H -1.798 1.787 0.057
H -1.507 -1.442 -0.159
H 3.621 0.248 -0.263
H -1.787 -0.233 -1.485
*
```

(3)
# C28H73N5O10

6 unconnected molecules or ions with the total composition C28H73N5O10 (the ωB97M-V functional and the def2-TZVPD basis, OMol25).

Results
**SMILES**: COC[C@H](C)N.COC[C@H](C)N.COCCNCCOC.COCCNCCOC.COCCNCCOC.OCCO
**E_tot**: -2136.55232 a.u.
**ΔE to the lowest compared entry with this formula, charge and spin**: 0.0 kcal per mole

```
! RIJCOSX wB97M-V def2-TZVPD def2/J DEFGRID3
* xyz 0 1
O 13.535 -19.556 -21.467
O 9.094 -16.967 -22.132
O 18.111 -19.993 -15.510
O 7.087 -13.897 -18.946
O 5.966 -19.997 -14.499
O 8.295 -24.908 -15.904
O 9.745 -21.836 -21.157
O 3.926 -21.017 -16.041
O 15.511 -14.205 -15.163
O 11.219 -20.304 -15.679
N 7.226 -16.647 -19.076
N 9.049 -20.897 -17.741
N 10.922 -23.370 -16.371
N 13.738 -18.721 -18.787
N 15.213 -17.825 -15.926
C 10.929 -23.229 -13.904
C 15.570 -15.596 -14.926
C 7.754 -14.514 -17.863
C 9.701 -20.829 -19.038
C 15.330 -13.447 -13.978
C 6.972 -25.231 -15.494
C 9.559 -22.128 -19.791
C 5.715 -13.702 -18.690
C 9.164 -17.810 -23.251
C 12.591 -16.608 -19.349
C 16.586 -18.296 -16.035
C 10.304 -23.915 -15.109
C 8.797 -23.785 -15.222
C 16.724 -19.700 -15.472
C 12.940 -18.338 -21.150
C 7.445 -16.025 -17.765
C 15.118 -16.378 -16.122
C 12.705 -18.089 -19.647
C 10.632 -19.360 -16.521
C 8.369 -17.553 -21.094
C 9.222 -19.729 -16.919
C 4.746 -21.904 -15.249
C 9.608 -22.988 -21.974
C 8.471 -16.685 -19.849
C 12.586 -20.543 -15.921
C 12.688 -20.669 -21.451
C 18.454 -21.329 -15.207
C 6.094 -21.248 -15.200
H 10.745 -20.537 -18.858
H 10.571 -18.364 -16.049
H 3.020 -21.170 -15.761
H 18.581 -21.896 -16.134
H 6.538 -16.149 -17.158
H 5.156 -13.650 -19.624
H 8.740 -18.557 -20.832
H 10.529 -22.222 -13.762
H 9.372 -16.950 -19.290
H 14.623 -18.672 -19.291
H 4.322 -21.961 -14.242
H 17.727 -21.825 -14.558
H 8.724 -15.697 -20.273
H 9.861 -18.639 -23.069
H 5.342 -19.460 -14.999
H 8.628 -22.870 -15.795
H 12.764 -16.323 -18.315
H 14.102 -16.101 -16.418
H 6.851 -21.776 -14.624
H 10.241 -22.909 -19.431
H 12.016 -23.210 -13.899
H 8.724 -18.842 -17.334
H 12.268 -20.865 -20.451
H 10.014 -22.791 -22.965
H 15.051 -15.948 -14.023
H 5.269 -14.498 -18.085
H 8.830 -14.367 -17.958
H 16.627 -15.779 -14.666
H 6.713 -15.894 -19.534
H 13.161 -19.618 -15.880
H 16.899 -18.391 -17.086
H 16.279 -13.302 -13.461
H 9.239 -20.055 -19.654
H 14.636 -18.218 -16.666
H 10.651 -23.771 -12.987
H 8.581 -19.848 -16.033
H 8.448 -23.753 -14.181
H 11.759 -18.557 -19.351
H 14.924 -12.481 -14.287
H 13.231 -21.585 -21.684
H 9.288 -21.769 -17.287
H 6.333 -24.350 -15.555
H 19.402 -21.283 -14.669
H 5.532 -12.762 -18.154
H 7.022 -25.545 -14.443
H 7.455 -13.986 -16.948
H 9.394 -17.278 -24.166
H 14.508 -13.887 -13.404
H 12.020 -18.090 -21.699
H 8.186 -18.308 -23.351
H 13.319 -16.055 -19.961
H 6.486 -20.993 -16.189
H 8.151 -16.509 -17.084
H 4.683 -22.899 -15.697
H 11.250 -19.179 -17.407
H 8.537 -22.503 -19.621
H 12.942 -21.229 -15.152
H 11.864 -23.733 -16.443
H 10.162 -23.842 -21.572
H 12.748 -21.103 -16.854
H 7.330 -17.731 -21.408
H 16.179 -20.434 -16.081
H 6.643 -26.073 -16.092
H 13.654 -17.566 -21.461
H 8.538 -23.206 -22.050
H 13.553 -19.722 -18.791
H 17.284 -17.645 -15.518
H 11.657 -16.160 -19.701
H 10.671 -24.939 -15.189
H 10.985 -22.357 -16.357
H 15.678 -16.075 -17.026
H 16.387 -19.766 -14.430
H 11.817 -20.612 -22.111
*
```

(4)
# C30H49AlBBeCaCl3F5IN2O9RbS

A molecular structure, C30H49AlBBeCaCl3F5IN2O9RbS (the ωB97M-V functional and the def2-TZVPD basis, OMol25).

Results
**E_tot**: -5518.34237 a.u.

```
! RIJCOSX wB97M-V def2-TZVPD def2/J DEFGRID3
* xyz 1 1
I -0.183 2.986 4.976
Rb -4.324 1.914 6.972
Ca 1.396 -2.834 8.459
Cl -7.537 -2.294 4.188
Cl -0.795 -4.070 6.168
Cl -5.407 -3.879 2.969
S 3.902 -2.639 0.258
Al -2.326 1.623 4.515
F 4.650 1.127 -10.769
F 5.016 -2.243 -2.124
F 5.800 1.888 -8.935
F 6.165 -3.515 -0.815
F 4.397 -4.276 -1.768
O 3.890 -3.753 1.175
O 2.473 -0.379 -7.342
O 3.489 2.387 -9.143
O -3.891 2.520 5.026
O 2.595 -2.328 -0.300
O 4.587 -1.475 0.784
O 4.188 0.164 -8.661
O -2.810 1.376 2.805
O 1.613 2.349 -7.939
N -5.491 4.221 0.823
N 5.514 2.535 -4.893
C 4.112 2.157 -4.522
C 2.907 0.514 -3.041
C -0.566 -0.186 -2.206
C 3.944 0.649 -4.228
C 7.080 3.791 -5.985
C 0.358 0.056 -3.473
C 5.655 3.576 -5.799
C -4.856 1.716 4.255
C -5.099 2.032 1.808
C 3.055 0.397 -8.046
C 2.605 1.822 -8.355
C 6.632 2.030 -4.451
C -0.972 -2.227 -0.524
C 4.916 -3.197 -1.177
C 0.687 -2.118 4.821
C -4.125 -0.815 1.223
C -2.957 -1.863 1.162
C 1.803 -0.557 -3.319
C -2.299 0.045 5.823
C -4.231 1.250 2.845
C -0.985 -1.693 -2.006
C -1.675 -1.285 5.253
C 1.880 -1.250 5.371
C -3.812 4.358 2.511
C -1.633 -1.285 0.528
C -4.426 -0.306 2.665
C -6.931 -3.925 3.861
C 7.690 2.856 -5.165
C -0.489 -1.146 4.307
C -4.814 3.558 1.674
B 4.571 1.395 -9.414
Be -0.990 -2.570 7.724
H 1.070 -2.715 3.968
H 0.397 1.128 -3.741
H 1.974 -0.263 4.874
H 0.353 -2.865 5.718
H -0.837 -1.539 3.334
H -2.478 -1.935 4.857
H 7.576 4.529 -6.623
H 4.866 0.132 -3.911
H -1.966 -1.896 -2.473
H 8.772 2.746 -5.027
H -1.504 0.388 -2.376
H -1.235 -1.885 6.047
H 2.388 1.467 -2.825
H -6.148 1.946 2.162
H -3.571 5.271 1.930
H -5.085 1.611 0.788
H -6.127 3.549 0.375
H 0.088 -2.406 -0.199
H 3.483 0.090 -5.077
H -3.398 -0.197 6.070
H 4.864 4.146 -6.299
H -4.269 4.731 3.451
H -0.141 -0.480 -4.309
H -0.118 0.264 -1.294
H -0.896 -1.179 1.353
H -1.458 -3.226 -0.516
H -7.668 -4.460 3.271
H 1.669 -1.041 6.464
H -3.287 -2.668 0.468
H -1.807 0.297 6.830
H -1.830 -0.259 0.172
H -2.877 3.828 2.744
H 3.422 0.206 -2.107
H -6.771 -4.435 4.804
H -5.720 2.415 4.204
H -0.230 -2.297 -2.559
H 6.754 1.211 -3.739
H -3.888 -0.026 0.492
H -5.314 0.825 4.848
H 1.743 -1.233 -2.431
H -2.780 -2.359 2.135
H 2.000 -1.180 -4.210
H 3.416 2.505 -5.308
H -5.041 -1.332 0.866
H -0.024 -0.150 4.232
H -5.404 -0.649 3.054
H 3.895 2.727 -3.594
H 2.856 -1.754 5.235
H -3.657 -0.769 3.322
*
```

> Among the records above, which one has the lowest E_tot?

C72H160BrN8